1.
29
Properties=species:S:1:pos:R:3 method="wB97M-V/def2-TZVPD" e_homo_ev=-12.212 charge=+1 multiplicity=1 homo_lumo_gap_ev=7.70
C -3.5446 -1.6746 -0.3593
C -2.8727 -1.0902 -1.3754
C -2.8875 -1.8530 0.8880
C -1.5334 -0.8069 -1.1602
C -1.5635 -1.6973 1.1274
C -0.9003 -1.0830 0.1065
C -0.2074 3.0463 -0.1178
C 3.2922 -0.8626 0.7913
C 3.2981 -1.5114 -0.5992
C 2.6064 -0.2219 -0.3682
N -0.3618 4.2477 0.4362
N 1.1692 -0.1104 -0.2223
N 0.4784 -1.1188 0.2662
N -0.0205 1.8946 0.3688
H -4.6688 -1.7882 -0.4165
H -3.3999 -1.3139 -2.3179
H -3.5562 -2.1915 1.7596
H -0.8803 -0.3706 -1.9225
H -0.9190 -2.0401 1.9852
H -0.2293 3.1124 -1.2547
H 2.5500 -1.2626 1.4396
H 4.2931 -0.5238 1.2306
H 4.2095 -1.3924 -1.2638
H 2.6280 -2.3615 -0.7921
H 3.0561 0.8348 -0.7823
H -0.5307 5.0883 -0.1078
H -0.0527 4.3562 1.4365
H 0.5779 0.8776 -0.0727
H -0.0304 1.8168 1.2969



2.
41
Properties=species:S:1:pos:R:3 method="wB97M-V/def2-TZVPD" e_homo_ev=-8.486 smiles="Cc1ccccc1NC(=O)COC(=O)Cc1cccc(C(F)(F)F)c1" multiplicity=1 homo_lumo_gap_ev=8.94
C -0.0902 -1.7133 0.2054
C -1.3882 -1.8153 -0.5421
C -2.4048 -2.6312 -0.0698
C -3.6194 -2.7244 -0.7272
C -3.8324 -1.9881 -1.8781
C -2.8339 -1.1695 -2.3735
C -1.6136 -1.0806 -1.7144
N -0.5693 -0.2736 -2.1997
C -0.6388 0.7334 -3.0962
O -1.6229 1.1090 -3.6894
C 0.7306 1.4073 -3.3320
O 1.2603 2.0153 -2.1528
C 2.0229 1.2837 -1.3520
O 2.2603 0.1124 -1.5234
C 2.5317 2.0982 -0.1771
C 2.1468 1.3817 1.0881
C 2.8784 0.2809 1.5193
C 2.4954 -0.4214 2.6481
C 1.3752 -0.0359 3.3636
C 0.6393 1.0576 2.9288
C -0.5651 1.5041 3.7083
F -1.1665 0.4975 4.3591
F -1.5017 2.0759 2.9369
F -0.2444 2.4183 4.6469
C 1.0178 1.7668 1.7969
H 0.0955 -0.6860 0.5201
H -0.1199 -2.3366 1.0953
H 0.7539 -2.0374 -0.4044
H -2.2415 -3.2002 0.8341
H -4.3949 -3.3663 -0.3376
H -4.7766 -2.0493 -2.3975
H -2.9961 -0.5912 -3.2672
H 0.3430 -0.4882 -1.8140
H 0.5962 2.2156 -4.0519
H 1.4412 0.6653 -3.7137
H 2.1006 3.0967 -0.2252
H 3.6185 2.1603 -0.2583
H 3.7459 -0.0308 0.9586
H 3.0706 -1.2740 2.9733
H 1.0675 -0.5776 4.2443
H 0.4284 2.6107 1.4702



3.
77
Properties=species:S:1:pos:R:3 method="wB97M-V/def2-TZVPD" e_homo_ev="-11.246 / -11.450" s2=2.02 charge=+1 multiplicity=3 homo_lumo_gap_ev="7.56 / 7.60"
V -0.2747 -1.1401 0.7161
C 0.1771 -3.6338 -1.3579
N 1.2132 -3.0255 -0.5097
C 2.4125 -2.8189 -1.3227
C 1.5361 -3.9137 0.6027
C 0.4051 -4.0033 1.5862
C 0.2297 -5.1174 2.3893
C -0.6529 -5.0767 3.4639
C -1.3386 -3.9100 3.7497
C -1.1988 -2.8097 2.9062
C -0.3743 -2.8576 1.7769
H 0.5010 -4.6245 -1.7020
H -0.0113 -3.0090 -2.2280
H -0.7557 -3.7401 -0.8105
H 2.7865 -3.7683 -1.7273
H 3.2054 -2.3704 -0.7205
H 2.1931 -2.1586 -2.1588
H 2.3861 -3.4576 1.1235
H 1.8666 -4.9087 0.2724
H 0.8146 -6.0112 2.2025
H -0.7778 -5.9494 4.0914
H -1.9918 -3.8566 4.6113
H -1.7583 -1.9149 3.1549
N -1.9727 3.8891 1.3913
C -2.2746 2.5820 1.5693
C -1.3285 1.5705 1.3321
N -1.6398 0.2956 1.4941
C -2.8942 -0.0157 1.8487
C -3.8014 0.9944 2.0996
N -3.5023 2.2802 1.9800
H -1.0849 4.1874 1.0343
H -2.6949 4.5711 1.5423
H -0.3233 1.8088 1.0035
H -3.1629 -1.0588 1.9175
H -4.8102 0.7532 2.4121
C 2.8274 -0.5298 3.3906
C 2.3309 0.1631 2.1646
O 1.2899 -0.2645 1.6447
C 3.0281 1.3271 1.6117
C 2.4942 1.9957 0.5079
C 3.1313 3.1087 -0.0074
C 4.3096 3.5605 0.5770
C 4.8507 2.8998 1.6725
C 4.2125 1.7876 2.1916
H 2.1421 -1.3294 3.6573
H 2.9321 0.1718 4.2185
H 3.8167 -0.9489 3.1910
H 1.5880 1.6342 0.0425
H 2.7161 3.6178 -0.8671
H 4.8108 4.4308 0.1739
H 5.7686 3.2535 2.1212
H 4.6394 1.2813 3.0467
O -2.0283 -1.3517 -2.9221
C -1.1994 -0.8246 -2.2276
O -1.0813 -1.0909 -0.9350
C -0.1982 0.1356 -2.8085
C -0.5354 0.7933 -3.9867
C 0.3597 1.6708 -4.5753
C 1.6125 1.8715 -4.0080
C 1.9628 1.2007 -2.8452
C 1.0506 0.3468 -2.2372
H -1.5014 0.5969 -4.4329
H 0.0864 2.1888 -5.4848
H 2.3201 2.5399 -4.4819
H 2.9481 1.3359 -2.4168
H 1.3253 -0.1989 -1.3422
Cl -2.2022 4.4522 -3.4973
C -3.1537 3.2405 -2.7054
C -4.5108 3.1334 -2.9407
C -5.2048 2.1425 -2.2678
C -4.5141 1.3088 -1.4017
N -3.2040 1.4093 -1.1808
C -2.5426 2.3667 -1.8212
H -5.0046 3.8073 -3.6276
H -6.2684 2.0163 -2.4152
H -5.0307 0.5148 -0.8753
H -1.4773 2.4524 -1.6344



4.
12
Properties=species:S:1:pos:R:3 method="wB97M-V/def2-TZVPD" e_homo_ev=-10.087 smiles="C[C@]1(C=O)CO1" multiplicity=1 homo_lumo_gap_ev=10.95
C 1.2361 -0.4253 -0.5696
C 0.0060 0.1675 0.0718
C -0.2372 -0.1635 1.5130
O 0.2592 -1.1121 2.0690
C -1.2143 0.4820 -0.6929
O -0.3446 1.5079 -0.2613
H 1.0530 -1.4559 -0.8851
H 1.5235 0.1712 -1.4396
H 2.0694 -0.4397 0.1393
H -0.9350 0.5334 2.0248
H -1.2231 0.2630 -1.7602
H -2.1930 0.4716 -0.2092



5.
19
Properties=species:S:1:pos:R:3 method="wB97M-V/def2-TZVPD" e_homo_ev="-14.008 / -15.507" s2=0.76 charge=+1 multiplicity=2 homo_lumo_gap_ev="10.30 / 8.63"
C 0.8285 -0.2242 1.2442
C 0.4582 -0.6492 -0.0305
N 0.1398 -1.9472 -0.3146
N 1.0191 1.1199 1.5163
H 0.8416 -0.9204 2.0769
H 0.5198 0.0878 -0.8184
H -0.8317 -1.7878 -0.6875
H 0.0579 -2.6461 0.4170
H 1.5938 1.6631 0.8615
H 0.9972 1.3336 2.5004
H 2.4297 0.1310 -0.3293
H 2.9615 0.7562 -1.5647
O 2.8618 0.9518 -0.6217
H -1.9913 0.8470 0.5698
H -1.8672 1.9882 -0.4712
O -2.4975 1.4491 0.0190
H -2.6209 -0.1011 -0.9767
H -2.4508 -1.0124 -2.1779
O -2.4497 -1.0393 -1.2126



6.
60
Properties=species:S:1:pos:R:3 method="wB97M-V/def2-TZVPD" e_homo_ev="-11.912 / -10.504" s2=0.76 charge=+1 multiplicity=2 homo_lumo_gap_ev="8.48 / 6.23"
Yb 11.2355 12.1802 7.4115
O 10.7655 18.8833 5.0286
C 11.8827 18.2089 4.4950
C 11.9201 16.9115 5.2426
C 12.8050 15.8960 4.8132
C 12.8019 14.7255 5.4875
N 11.9899 14.4232 6.4900
C 11.1821 15.3763 6.9732
C 11.1846 16.6888 6.3979
C 10.1169 15.1753 7.9791
C 9.0158 16.0464 7.9865
C 7.8844 15.7380 8.7686
C 6.6301 16.6640 8.7143
O 7.0468 17.9557 8.3615
C 7.9558 14.5930 9.5481
C 9.1249 13.7836 9.5905
N 10.1339 14.0625 8.7247
H 10.4924 19.7307 4.5798
H 12.8099 18.8317 4.6852
H 11.7624 18.0385 3.4392
H 13.6051 16.0587 4.1452
H 13.5780 13.9925 5.3255
H 10.4919 17.4669 6.7599
H 9.0387 16.9027 7.2844
H 6.2359 16.5514 9.6699
H 5.8921 16.1613 8.0952
H 6.4394 18.6849 8.6749
H 7.1791 14.3917 10.3178
H 9.2138 12.9467 10.2818
F 14.5116 11.3709 10.1926
C 13.8236 11.7873 9.1151
F 12.5159 11.8982 9.4855
F 14.1721 13.0189 8.7796
S 14.0040 10.6157 7.5676
O 13.1028 11.3429 6.6350
O 15.4113 10.5641 7.3985
N 13.4162 9.2479 7.9120
S 11.9095 8.8394 7.7148
O 11.7412 7.9397 6.5698
O 10.9675 9.9553 7.8473
C 11.4006 7.8617 9.2778
F 11.6503 8.5657 10.4082
F 11.9686 6.6327 9.2810
F 10.0593 7.7200 9.1887
C 8.7401 8.9084 5.1004
Ge 9.1060 10.8564 4.9246
C 7.6942 11.5629 3.7582
C 10.7904 11.4740 4.2659
C 8.7373 11.6734 6.7330
H 7.7292 8.6663 4.8039
H 8.8100 8.6174 6.2005
H 9.4438 8.2730 4.4815
H 7.7049 11.0242 2.8068
H 7.7240 12.7032 3.6969
H 6.7130 11.3193 4.1676
H 10.6321 12.3171 3.5600
H 11.3546 10.6520 3.8160
H 11.3847 11.8870 5.1052
H 8.4206 10.9828 7.4982
H 8.1750 12.6632 6.7373



7.
51
Properties=species:S:1:pos:R:3 method="wB97M-V/def2-TZVPD" e_homo_ev=-9.673 multiplicity=1 homo_lumo_gap_ev=8.24
N 1.1841 -1.6873 -2.9133
C 0.8705 -1.2518 -1.7175
C 0.8965 -2.1934 -0.5852
C 0.3467 2.3474 -0.3600
C 0.5989 0.9111 -0.5124
C 0.6670 0.1458 -1.6100
H 1.2931 -1.1111 -3.7630
H 1.4948 -2.6342 -3.0806
H 1.6269 -2.9931 -0.6785
H 1.0658 -1.6947 0.3718
H -0.5028 2.5632 0.2943
H 0.1731 2.9044 -1.2989
H 1.2001 2.8617 0.0951
H 0.8002 0.5097 0.4823
H 0.8765 0.6238 -2.5521
H -1.2161 1.3166 -2.9293
H -1.3905 1.3621 -4.4534
O -0.7789 1.6523 -3.7480
H -3.5221 -0.3000 0.5478
H -0.1082 -2.6245 -0.4660
O -2.7703 -0.8115 0.2374
H 1.7135 1.5413 2.9869
H 2.0682 0.3241 3.7952
O 2.4337 0.8867 3.0800
H 0.3148 -1.4175 4.1679
H -0.3906 -0.5968 3.1138
O 0.5745 -0.8220 3.4617
H -2.0349 1.2595 2.2361
H -3.2986 1.9044 1.7582
O -2.3996 2.1963 1.9761
H -0.8028 2.8573 2.6863
H -0.4504 1.9133 3.7351
O -0.0562 2.6885 3.3186
H -3.1551 1.8527 -1.6582
H -2.7831 0.4775 -1.1087
O -2.5363 1.1384 -1.7958
H -2.0014 -2.6586 -1.7585
H -1.8553 -1.3138 -2.3345
O -1.8870 -2.2351 -2.6172
H 2.7439 -0.3473 1.9404
H 2.2244 -1.1682 0.6086
O 2.9534 -0.9270 1.1888
H 2.0048 -2.9023 2.4339
H 3.1430 -2.8215 1.4370
O 2.4970 -3.4454 1.8103
H -2.2331 -0.0912 3.4409
H -2.2694 -0.8116 1.0947
O -1.7221 -0.1686 2.6309
H 0.6906 0.9838 -4.4918
H 2.0889 1.1442 -3.8977
O 1.6198 0.6625 -4.5992



8.
180
Properties=species:S:1:pos:R:3 method="wB97M-V/def2-TZVPD" e_homo_ev=-9.244 multiplicity=1 homo_lumo_gap_ev=9.62
C -19.0433 -14.5746 -10.2691
O -17.8329 -15.0194 -9.6773
C -17.9824 -16.2514 -9.0407
C -16.6725 -16.6089 -8.3562
N -15.6097 -16.8420 -9.3239
C -14.2689 -16.8255 -8.7225
C -13.2598 -16.3599 -9.7569
O -13.6391 -15.0468 -10.1106
C -12.9371 -14.5388 -11.2025
H -18.7775 -13.6621 -10.8095
H -19.7716 -14.2935 -9.5060
H -19.3855 -15.2940 -11.0166
H -18.2292 -17.0559 -9.7507
H -18.7729 -16.2642 -8.2788
H -16.8111 -17.4555 -7.6878
H -16.4716 -15.7321 -7.7161
H -15.6063 -16.0501 -9.9678
H -14.0033 -17.7956 -8.3073
H -14.1748 -16.0870 -7.9036
H -12.2434 -16.4180 -9.3588
H -13.3498 -16.9646 -10.6710
H -13.1941 -13.4965 -11.3710
H -13.0409 -15.1470 -12.1116
H -11.8462 -14.5368 -11.0338
C -6.9529 -17.8647 -4.9491
C -6.3085 -19.1444 -5.4632
C -5.6197 -18.8994 -6.8104
O -5.3384 -19.5886 -4.4968
H -7.4406 -17.9968 -3.9807
H -7.7693 -17.5564 -5.6139
H -6.2151 -17.0634 -4.9162
H -7.0391 -19.9395 -5.5981
H -4.9521 -19.7532 -6.9784
H -4.8973 -18.0808 -6.7431
H -6.3634 -18.8089 -7.5973
H -4.6760 -18.8906 -4.4338
C -8.0393 -22.2755 -1.7895
C -7.7768 -21.9844 -3.2627
C -8.5558 -20.7940 -3.7847
O -6.3949 -21.7932 -3.5341
H -7.7985 -21.3827 -1.2034
H -7.4418 -23.1299 -1.4789
H -9.0930 -22.5154 -1.6329
H -8.1404 -22.8887 -3.7682
H -8.2243 -20.3888 -4.7432
H -8.5155 -19.9223 -3.1170
H -9.6212 -20.9938 -3.9481
H -6.1395 -20.8783 -3.3774
C -17.0900 -19.0649 -4.6748
C -16.0121 -20.0130 -5.1959
C -15.4268 -19.5220 -6.5078
O -14.9541 -20.1242 -4.2142
H -17.5180 -19.4909 -3.7674
H -17.8456 -18.9032 -5.4486
H -16.6792 -18.0794 -4.4503
H -16.4241 -21.0187 -5.3443
H -16.2098 -19.5899 -7.2608
H -14.5540 -20.1178 -6.7829
H -15.0822 -18.4907 -6.4107
H -15.1338 -20.8664 -3.6322
C -14.3329 -20.1348 -10.2374
C -15.7622 -20.1823 -10.7797
C -16.1843 -21.6007 -11.0737
O -16.6687 -19.6048 -9.8561
H -13.9199 -19.1207 -10.2949
H -13.6953 -20.6763 -10.9484
H -14.1756 -20.4725 -9.2150
H -15.7352 -19.5529 -11.6768
H -15.5988 -21.9273 -11.9358
H -17.2307 -21.6192 -11.3849
H -16.0575 -22.2842 -10.2380
H -16.4085 -18.6804 -9.6956
C -10.0488 -18.7588 -8.9546
C -11.0808 -19.3165 -8.0012
C -10.4783 -20.2096 -6.9424
O -11.7164 -18.1784 -7.3884
H -9.4442 -19.5708 -9.3687
H -9.3439 -18.1311 -8.4006
H -10.5013 -18.2294 -9.7910
H -11.8443 -19.8896 -8.5417
H -9.7206 -19.6745 -6.3620
H -9.9997 -21.1109 -7.3357
H -11.2321 -20.5660 -6.2367
H -12.0796 -18.4400 -6.5144
C -7.2776 -22.3469 -7.6746
C -6.9896 -23.7591 -7.1745
C -8.1361 -24.7214 -7.3721
O -5.9159 -24.3408 -7.9350
H -7.8892 -21.8183 -6.9394
H -7.9101 -22.3473 -8.5716
H -6.3603 -21.8130 -7.9210
H -6.6769 -23.6988 -6.1311
H -7.8891 -25.6558 -6.8654
H -8.3770 -24.8939 -8.4177
H -9.0649 -24.3800 -6.8969
H -5.1107 -23.8340 -7.7846
C -12.2015 -24.5365 -5.9615
C -11.7067 -23.4101 -5.0637
C -12.8081 -22.4142 -4.7443
O -11.3228 -23.9656 -3.7950
H -13.0064 -25.0741 -5.4551
H -11.3883 -25.2311 -6.1885
H -12.6166 -24.1837 -6.9101
H -10.8448 -22.9408 -5.5543
H -13.1688 -21.9201 -5.6438
H -12.4083 -21.6554 -4.0703
H -13.6067 -22.9452 -4.2258
H -10.5903 -24.5759 -3.9459
C -10.4278 -17.7383 -3.9889
C -11.6158 -18.5355 -3.5189
C -12.3611 -17.8282 -2.3937
O -12.5319 -18.7155 -4.6350
H -9.6977 -18.2412 -4.6238
H -9.8071 -17.4574 -3.1279
H -10.7307 -16.8001 -4.4547
H -11.3172 -19.5307 -3.1585
H -13.2766 -18.3843 -2.1602
H -12.6815 -16.8269 -2.6891
H -11.7923 -17.7733 -1.4637
H -13.3365 -19.0932 -4.2189
C -5.2267 -19.6157 -10.6507
C -5.9296 -20.8927 -11.0875
C -7.4318 -20.7758 -11.2472
O -5.4022 -21.2453 -12.3909
H -4.1404 -19.6502 -10.7607
H -5.3393 -19.4231 -9.5770
H -5.5611 -18.7311 -11.1991
H -5.7045 -21.7337 -10.4299
H -7.6698 -19.8934 -11.8575
H -7.9511 -20.6470 -10.2969
H -7.8282 -21.6244 -11.8024
H -5.6848 -20.5669 -13.0141
C -8.2745 -15.6664 -10.1301
C -7.2890 -16.1569 -9.0931
C -5.8771 -15.6871 -9.3447
O -7.6753 -15.7652 -7.7730
H -9.3050 -15.8210 -9.8087
H -8.0990 -16.2085 -11.0613
H -8.1495 -14.6162 -10.4060
H -7.2577 -17.2561 -9.1144
H -5.7799 -14.6010 -9.4293
H -5.5887 -16.0682 -10.3343
H -5.1357 -16.0278 -8.6245
H -8.6529 -15.7576 -7.7739
C -9.4329 -16.9067 -15.2296
C -10.2349 -17.1561 -13.9567
C -9.4126 -17.9214 -12.9315
O -10.6150 -15.8987 -13.4003
H -8.4547 -16.4696 -15.0014
H -9.9536 -16.2428 -15.9188
H -9.1375 -17.8227 -15.7556
H -11.0881 -17.7990 -14.2053
H -8.4144 -17.4999 -12.8014
H -9.4225 -18.9737 -13.2043
H -9.8583 -17.7794 -11.9422
H -11.3988 -15.6018 -13.8748
C -12.5107 -23.4092 -9.9725
C -11.0268 -23.0665 -9.8875
C -10.1935 -24.1481 -10.5709
O -10.8069 -21.7974 -10.5245
H -12.8560 -23.2777 -11.0060
H -13.1452 -22.7197 -9.4145
H -12.7090 -24.4493 -9.7086
H -10.6967 -22.9379 -8.8539
H -10.5758 -25.1344 -10.2984
H -9.1257 -24.0393 -10.3991
H -10.3641 -24.1024 -11.6541
H -11.0382 -21.8645 -11.4563
C -12.0609 -14.8358 -5.6760
C -11.4519 -14.5949 -7.0536
C -10.7479 -13.2519 -7.1156
O -10.4732 -15.5760 -7.3649
H -12.9564 -14.2279 -5.5231
H -11.3482 -14.6905 -4.8673
H -12.4618 -15.8587 -5.6536
H -12.2713 -14.6055 -7.7828
H -9.9819 -13.1581 -6.3407
H -11.4649 -12.4422 -6.9835
H -10.1890 -13.1643 -8.0501
H -10.8488 -16.4636 -7.2619



Energy
In order: -608.69120; -1275.66445; -3181.46944; -306.44093; -418.33092; -5946.32332; -1167.88580; -2969.22800
Unit: hartree
Relative energy (zero: lowest compared OMol25 entry of this formula, charge and spin)
In order: 124.7; 0.0; 45.6; 41.0; 9.6; 15.4; 86.5; 0.0
Unit: kcal/mol